{"formula": "C17H17BrCaN8O6S2", "method": "ωB97M-V/def2-TZVPD", "symbols": ["Ca", "C", "O", "C", "O", "N", "N", "H", "H", "H", "H", "H", "H", "O", "S", "O", "N", "C", "S", "C", "C", "C", "C", "C", "C", "H", "H", "H", "H", "N", "N", "N", "C", "N", "N", "H", "H", "H", "Br", "C", "C", "C", "C", "C", "C", "C", "O", "O", "H", "H", "H", "H"], "xyz": [[0.02882, 0.09537, 0.14206], [-4.25272, 1.51347, 0.85113], [-4.47140, 0.12710, 0.50508], [-3.36928, -0.60894, 0.39526], [-2.23911, -0.16428, 0.54300], [-3.63677, -1.89786, 0.13619], [-2.56972, -2.79086, 0.03343], [-5.24223, 1.91249, 1.04482], [-3.77887, 2.03419, 0.02487], [-3.63525, 1.58312, 1.74194], [-4.57788, -2.13308, -0.14222], [-2.25634, -2.88618, -0.92578], [-2.83121, -3.68095, 0.43102], [2.05095, 2.91467, -0.59860], [0.69531, 2.81251, -0.14092], [0.51963, 2.15657, 1.17592], [-0.29060, 2.03785, -1.18107], [-1.25957, 2.86168, -1.67122], [-2.42760, 2.40908, -2.73777], [-1.12429, 4.25992, -1.09904], [-1.87809, 5.38101, -1.38817], [-1.54765, 6.57322, -0.75802], [-0.47557, 6.65104, 0.13720], [0.28941, 5.52914, 0.42330], [-0.08028, 4.35577, -0.20964], [-2.69598, 5.30470, -2.09384], [-2.12680, 7.46277, -0.97122], [-0.23451, 7.59662, 0.60631], [1.12849, 5.57499, 1.10494], [5.33374, -0.78836, -1.69199], [4.33701, -0.38474, -0.78497], [4.62157, -0.06497, 0.45539], [3.40006, 0.16281, 0.92407], [2.44863, -0.03208, 0.00264], [3.09377, -0.39247, -1.11086], [6.08064, -0.11099, -1.55957], [4.91427, -0.65694, -2.60855], [3.20202, 0.48233, 1.93334], [1.80792, -6.38225, 3.60149], [1.44045, -5.66418, 1.88833], [1.51122, -6.49147, 0.77810], [1.24154, -5.96331, -0.47860], [0.90719, -4.62217, -0.61827], [0.84065, -3.81232, 0.50606], [1.10660, -4.32833, 1.76872], [0.48161, -2.36567, 0.37663], [0.44334, -1.66195, 1.43417], [0.24802, -1.89959, -0.78639], [1.77468, -7.53399, 0.89607], [1.29948, -6.60644, -1.34817], [0.70818, -4.18655, -1.58871], [1.04654, -3.68149, 2.63209]], "atomic_forces_ev_per_a": [[-1.044, -0.086, 0.131], [-0.087, -0.212, -0.037], [-0.024, 0.071, 0.018], [0.501, 0.274, 0.270], [-0.234, 0.239, 0.019], [-0.179, -0.125, -0.085], [-0.182, 0.010, -0.089], [-0.019, 0.019, -0.038], [0.045, 0.036, -0.102], [0.035, -0.008, 0.033], [0.074, -0.092, -0.044], [-0.019, -0.074, 0.025], [0.037, -0.002, 0.000], [0.113, -0.019, 0.067], [0.004, 0.112, 0.220], [0.274, 0.467, -0.662], [-0.120, 0.759, -0.142], [0.582, -0.118, 0.345], [-0.019, 0.096, 0.155], [-0.191, -0.421, -0.360], [-0.115, 0.111, -0.016], [0.067, 0.011, 0.051], [-0.095, 0.003, -0.078], [-0.221, 0.063, -0.095], [0.081, 0.469, 0.350], [0.019, 0.035, 0.022], [0.026, 0.000, 0.020], [-0.029, -0.016, -0.023], [-0.014, -0.052, -0.030], [-0.398, 0.395, 0.473], [0.613, -0.332, -0.414], [-0.270, 0.033, -0.079], [-0.167, 0.069, 0.102], [1.141, -0.168, -0.551], [-0.588, 0.270, 0.614], [0.067, -0.115, -0.168], [0.099, -0.032, -0.020], [-0.008, -0.036, -0.043], [0.012, -0.028, 0.060], [-0.020, 0.023, -0.091], [-0.015, -0.007, -0.071], [-0.003, 0.038, 0.034], [0.061, -0.169, -0.014], [-0.034, 0.000, 0.053], [0.007, -0.094, 0.022], [-0.101, 0.165, 0.020], [0.150, -0.804, -0.330], [0.196, -0.814, 0.459], [-0.003, 0.016, -0.008], [-0.002, 0.025, 0.019], [-0.004, -0.006, 0.029], [-0.001, 0.021, -0.022]], "lowdin_charge": [1.4421, -0.0130, -0.0081, -0.5569, -0.0457, 0.0170, 0.0776, 0.0952, 0.0668, 0.0974, 0.1571, 0.0990, 0.0993, -0.2853, 0.6026, -0.4169, -0.2596, -0.8687, 0.6518, -0.2273, -0.0256, -0.0558, -0.0630, -0.0258, -0.2472, 0.1029, 0.1066, 0.1069, 0.1240, 0.1365, -0.2891, 0.1380, -0.1762, -0.0648, 0.1113, 0.0964, 0.0964, 0.1234, 0.7302, -0.6827, -0.1305, -0.0701, -0.0195, -0.1377, -0.0614, -0.6547, -0.1498, -0.1750, 0.0983, 0.1046, 0.1161, 0.1129], "total_charge": 0, "orbital_gap_ev": 8.138}

{"formula": "C17H17BrFe", "method": "ωB97M-V/def2-TZVPD", "symbols": ["C", "C", "C", "H", "C", "C", "H", "H", "H", "H", "Fe", "Br", "C", "C", "C", "H", "C", "C", "H", "H", "H", "H", "C", "C", "C", "C", "C", "C", "C", "H", "H", "H", "H", "H", "H", "H"], "xyz": [[-2.35804, -0.97214, -1.55021], [-2.06506, -1.67341, -0.33634], [-1.80580, -0.70736, 0.67602], [-2.06912, -2.75009, -0.20889], [-1.92558, 0.58777, 0.10253], [-2.25088, 0.43252, -1.27238], [-2.45344, 1.23819, -1.97376], [-2.64331, -1.42219, -2.49932], [-1.61988, -0.91839, 1.72422], [-1.84773, 1.53101, 0.63724], [0.21888, -0.73718, -1.70302], [1.28910, -2.35610, -0.46866], [1.72525, 0.40909, -2.77776], [0.52650, 1.14937, -3.00850], [-0.41652, 0.27761, -3.63361], [0.38399, 2.20952, -2.79875], [0.20598, -0.99423, -3.83768], [1.54308, -0.91687, -3.31213], [2.30608, -1.68198, -3.38901], [2.65201, 0.81006, -2.37920], [-1.40467, 0.56325, -3.98622], [-0.22128, -1.83949, -4.36907], [1.49768, 1.09018, 0.71064], [1.09429, 0.75511, 2.00501], [1.44688, -0.50648, 2.59290], [1.11223, -0.80256, 3.90317], [0.41101, 0.13349, 4.68529], [-0.00512, 1.34922, 4.11279], [0.31016, 1.65765, 2.79847], [2.32480, 0.55137, 0.25319], [1.09566, 1.97777, 0.22708], [1.96461, -1.23286, 1.96146], [1.39684, -1.76881, 4.32730], [0.17802, -0.09575, 5.72708], [-0.58152, 2.05520, 4.71416], [-0.01511, 2.59750, 2.34596]], "atomic_forces_ev_per_a": [[0.573, 0.232, 0.614], [-0.204, 0.959, 0.005], [-0.421, -0.070, -0.617], [0.088, 0.162, -0.031], [-0.080, -0.603, -0.343], [-0.007, -0.480, 0.432], [0.092, -0.167, 0.170], [0.088, 0.110, 0.228], [0.191, 0.007, -0.185], [0.105, -0.163, -0.132], [-2.890, 0.233, 1.799], [0.857, -1.236, 0.888], [0.176, 0.058, -1.079], [0.124, -0.500, -0.554], [0.971, 0.297, -0.845], [-0.080, -0.464, 0.197], [0.567, 0.556, -0.535], [0.060, 1.049, -1.166], [-0.267, 0.080, 0.287], [-0.255, -0.140, 0.058], [0.232, -0.207, 0.362], [0.040, 0.167, 0.293], [0.403, 0.234, -0.109], [-0.420, -0.234, 0.943], [0.105, 0.441, -0.139], [-0.071, 0.295, 0.021], [0.001, -0.034, -0.233], [0.096, -0.177, 0.046], [0.229, -0.462, -0.161], [-0.443, 0.033, -0.116], [0.173, -0.185, 0.041], [-0.171, 0.249, 0.278], [-0.104, 0.304, -0.113], [0.004, 0.091, -0.312], [0.152, -0.176, -0.170], [0.085, -0.258, 0.176]], "mulliken_spin": [0.0567, 0.0211, 0.0074, 0.0016, 0.0274, 0.0197, -0.0013, 0.0018, 0.0059, -0.0024, 3.5493, 0.1210, 0.0128, 0.0876, 0.0837, 0.0081, -0.0226, 0.0599, 0.0041, -0.0011, -0.0077, 0.0010, 0.6246, -0.0711, 0.1696, -0.1017, 0.2213, -0.0986, 0.1946, 0.0056, -0.0041, 0.0136, -0.0042, 0.0167, -0.0041, 0.0039], "spin_multiplicity": 6, "total_charge": -1, "orbital_gap_ev": [6.718, 5.888]}

{"formula": "C17H17Cl2IrN5", "method": "ωB97M-V/def2-TZVPD", "symbols": ["Ir", "C", "N", "C", "C", "N", "C", "C", "C", "C", "C", "C", "N", "C", "N", "C", "C", "C", "C", "C", "C", "N", "H", "H", "H", "H", "H", "H", "H", "H", "H", "H", "H", "H", "H", "H", "H", "Cl", "C", "Cl", "H", "H"], "xyz": [[-0.71991, -0.64311, -0.26375], [0.83284, -0.93711, 2.53434], [-0.50224, -0.46435, 2.09889], [-0.88565, 0.89040, 2.56449], [-1.37296, 1.75910, 1.44554], [-1.38813, 1.37165, 0.14895], [-1.89066, 2.41714, -0.56583], [-2.13798, 2.54086, -1.96845], [-2.67181, 3.71363, -2.40316], [-2.96251, 4.77152, -1.48654], [-2.72575, 4.65897, -0.08017], [-2.19306, 3.47793, 0.33417], [-1.83461, 2.99027, 1.59690], [1.67830, -1.36034, 1.37447], [1.30382, -1.34341, 0.12364], [2.38735, -1.86046, -0.62569], [2.56698, -2.07589, -1.95537], [3.82359, -2.63542, -2.34921], [4.85986, -2.94952, -1.41765], [4.68816, -2.72944, -0.08569], [3.43078, -2.18124, 0.30041], [2.95510, -1.85311, 1.52053], [0.73321, -1.78830, 3.21527], [1.36615, -0.16614, 3.09685], [-1.19462, -1.12172, 2.44423], [-0.04004, 1.39230, 3.04176], [-1.66971, 0.82884, 3.32489], [-1.91041, 1.73280, -2.65116], [-2.88430, 3.86746, -3.45311], [-3.37594, 5.69815, -1.86988], [-2.96478, 5.47730, 0.58858], [-1.92856, 3.49155, 2.47505], [1.81728, -1.84573, -2.70131], [3.99163, -2.83225, -3.40218], [5.78793, -3.36813, -1.78611], [5.45863, -2.95581, 0.64122], [3.44921, -1.97131, 2.40082], [-3.29458, -1.37362, -0.49975], [-2.89829, -2.92240, -1.31314], [-1.11086, -3.06704, -1.33144], [-3.26577, -2.89476, -2.33343], [-3.30772, -3.73926, -0.72799]], "atomic_forces_ev_per_a": [[-0.052, 0.019, 0.008], [0.005, -0.010, 0.041], [-0.028, 0.033, -0.084], [-0.003, -0.003, 0.041], [-0.028, 0.038, 0.044], [0.079, -0.014, -0.005], [-0.013, -0.046, -0.077], [-0.002, 0.017, 0.027], [0.001, 0.022, 0.018], [0.012, -0.022, -0.024], [0.010, 0.001, 0.007], [-0.006, -0.012, 0.050], [-0.024, -0.002, -0.057], [0.087, -0.064, 0.044], [-0.007, 0.017, -0.051], [0.011, -0.003, 0.114], [-0.031, 0.014, 0.010], [0.039, -0.032, 0.027], [-0.023, 0.003, -0.025], [-0.011, 0.006, -0.033], [0.011, 0.019, -0.028], [-0.069, -0.006, -0.007], [-0.002, -0.001, -0.001], [-0.009, 0.017, -0.018], [-0.002, -0.003, 0.004], [0.011, -0.006, -0.017], [0.009, -0.002, 0.007], [0.008, -0.009, 0.013], [0.001, 0.014, 0.001], [-0.012, 0.001, 0.016], [-0.005, 0.015, -0.020], [0.005, 0.005, 0.000], [0.016, -0.010, -0.019], [0.017, 0.009, 0.001], [-0.012, 0.004, -0.036], [-0.016, 0.001, 0.021], [-0.002, 0.011, 0.004], [0.064, -0.087, 0.002], [0.023, 0.005, 0.034], [-0.071, 0.031, -0.035], [0.013, 0.022, -0.005], [0.006, 0.005, 0.010]], "mulliken_spin": [2.4811, -0.0131, 0.1293, -0.0210, 0.1076, 0.1343, 0.2598, 0.0673, 0.0902, 0.2693, 0.1626, 0.0136, 0.0023, 0.1048, 0.0856, 0.0238, 0.1650, 0.2680, 0.0865, 0.0652, 0.2240, 0.0691, 0.0189, 0.0101, -0.0081, 0.0107, 0.0119, -0.0090, 0.0074, -0.0024, 0.0028, 0.0000, 0.0095, -0.0013, 0.0072, -0.0044, -0.0047, 0.0938, 0.0007, 0.0766, 0.0032, 0.0017], "spin_multiplicity": 6, "total_charge": 4, "orbital_gap_ev": [9.403, 6.331]}

Calculated ΔE to the lowest compared entry with this formula, charge and spin (kJ/mol), listed in the same order as above: 120.3, 0.0, 0.0